Density functional theory data (ωB97M-V/def2-TZVPD) for the ion C28H54FN2O3S with charge +1.

Cartesian coordinates (Å):
C1 7.951 -0.871 2.326
C2 7.260 0.395 1.618
C3 5.703 0.101 1.357
C4 5.521 -0.045 -0.245
C5 3.960 0.038 -0.674
C6 3.784 0.322 -2.264
C7 3.394 1.864 -2.577
C8 1.960 1.966 -3.316
C9 1.244 3.332 -2.845
C10 0.183 3.091 -1.651
C11 0.970 3.174 -0.253
C12 -0.005 3.151 1.038
C13 -1.213 4.224 0.944
C14 -2.667 3.522 0.924
C15 -3.489 3.869 -0.432
C16 -4.696 2.860 -0.708
C17 -4.272 1.570 -1.572
C18 -3.949 0.367 -0.562
C19 -3.530 -0.914 -1.484
C20 -4.146 -2.299 -0.983
N1 -3.238 -3.153 -0.145
C21 -3.921 -4.037 0.848
C22 -5.261 -4.740 0.294
F1 -4.281 -3.343 2.039
C23 -2.151 -2.269 0.459
N2 -1.393 -3.075 1.432
C24 -0.245 -3.790 0.880
C25 1.217 -3.417 1.383
O1 -0.359 -4.700 0.014
C26 -1.127 -2.389 2.712
C27 -1.511 -3.198 4.055
O2 -0.681 -1.240 2.857
C28 -1.338 -1.681 -0.782
S1 0.072 -0.563 -0.213
O3 -2.109 -0.886 -1.714
H1 7.553 -1.002 3.397
H2 9.079 -0.709 2.371
H3 7.777 -1.837 1.729
H4 7.469 1.316 2.253
H5 7.811 0.547 0.621
H6 5.098 0.997 1.751
H7 5.431 -0.859 1.904
H8 6.036 0.876 -0.698
H9 5.984 -1.030 -0.591
H10 3.449 -0.968 -0.487
H11 3.517 0.886 -0.044
H12 4.757 0.029 -2.806
H13 2.936 -0.321 -2.681
H14 4.167 2.314 -3.299
H15 3.377 2.471 -1.617
H16 2.090 2.058 -4.451
H17 1.320 1.043 -3.075
H18 0.693 3.866 -3.702
H19 2.033 4.084 -2.480
H20 -0.625 3.888 -1.753
H21 -0.288 2.055 -1.801
H22 1.626 4.108 -0.160
H23 1.609 2.223 -0.168
H24 0.655 3.441 1.935
H25 -0.385 2.095 1.262
H26 -1.094 4.902 1.867
H27 -1.104 4.935 0.045
H28 -3.285 3.924 1.802
H29 -2.493 2.408 1.066
H30 -3.964 4.901 -0.243
H31 -2.794 4.012 -1.331
H32 -5.511 3.408 -1.310
H33 -5.184 2.452 0.253
H34 -3.379 1.831 -2.252
H35 -5.107 1.218 -2.278
H36 -4.782 0.129 0.174
H37 -2.984 0.660 -0.013
H38 -4.024 -0.697 -2.502
H39 -4.566 -2.928 -1.850
H40 -5.064 -2.045 -0.337
H41 -2.722 -3.780 -0.806
H42 -3.227 -4.905 1.145
H43 -5.271 -4.840 -0.840
H44 -6.190 -4.191 0.692
H45 -5.355 -5.811 0.703
H46 -2.676 -1.442 1.065
H47 1.977 -3.702 0.582
H48 1.368 -2.315 1.611
H49 1.505 -3.996 2.333
H50 -0.850 -2.905 4.928
H51 -1.473 -4.313 3.804
H52 -2.617 -2.942 4.254
H53 -0.817 -2.484 -1.427
H54 0.876 -0.288 -1.310

Forces on atoms 1 to 2 (eV/Å):
C 0.1 0.3 0.0
C 0.7 -1.0 0.2

Output
SMILES string ... CCCCCCCCCCCCCCCCCC[C@@H]1C[N@H+]([C@H](C)F)[C@@H](N(C(C)=O)C(C)=O)[C@H](S)O1
Net charge ... +1
Multiplicity ... 1
HOMO ... -11.92 eV
F_max ... 4.48 eV/Å